CHO2V as an isolated structure in a non-equilibrium geometry, computed with wB97M-V/def2-TZVPD.

XYZ file:
```
5
Properties=species:S:1:pos:R:3:lowdin_charge:R:1
O -1.6677 0.0089 -0.1264 0.23
C -0.7086 0.7121 0.0804 -0.09
O 0.3854 -0.0512 0.1409 -0.15
V 2.2483 0.3281 -0.0020 1.68
H -0.2574 -0.9979 -0.0929 0.33
```

Summary:
- highest occupied orbital energy (spin up / spin down) (hartree) = -0.783 / -0.844
- gap between HOMO and LUMO (spin up / spin down) (eV) = 7.778 / 9.874
- charge = +2
- multiplicity = 5
- calculated total energy (eV) = -30809.289


The molecule CHO3P3 in a non-equilibrium geometry, computed with wB97M-V/def2-TZVPD.

XYZ file:
```
8
Properties=species:S:1:pos:R:3:lowdin_charge:R:1
C 0.2668 0.3786 -0.7136 -0.89
O 1.9533 2.1368 0.1210 -0.51
O -2.2984 -0.7513 -0.8780 -0.49
O 1.1792 -2.2769 -0.4695 -0.47
P 1.2207 1.9065 -1.1569 0.76
P -1.6264 0.4664 -1.2138 0.77
P 0.6621 -1.4159 -1.5189 0.83
H 0.4416 0.3922 0.3522 0.01
```

Summary:
- highest occupied orbital energy (hartree) = -0.356
- gap between HOMO and LUMO (eV) = 7.942
- charge = 0
- structure (SMILES) = O=PC(P=O)P=O
- multiplicity = 1
- calculated total energy (eV) = -35060.617


CHO3Rb as an isolated structure in a non-equilibrium geometry, computed with wB97M-V/def2-TZVPD.

XYZ file:
```
6
Properties=species:S:1:pos:R:3:lowdin_charge:R:1
Rb 8.3078 2.6431 10.3315 0.99
O 7.9622 4.7589 13.5149 0.06
C 7.3468 3.6077 13.7365 -0.88
O 7.1684 3.1664 14.9052 -0.05
O 6.8299 2.9462 12.7736 -0.23
H 8.0270 5.2496 14.3374 0.11
```

Summary:
- highest occupied orbital energy (hartree) = -0.265
- gap between HOMO and LUMO (eV) = 6.096
- charge = 0
- multiplicity = 1
- calculated total energy (eV) = -7851.283


A 2-piece molecular cluster, CHO5S overall in a non-equilibrium geometry, computed with wB97M-V/def2-TZVPD.

XYZ file:
```
8
Properties=species:S:1:pos:R:3:lowdin_charge:R:1
C 1.7745 0.6630 -0.1294 -0.58
O -2.0728 0.6469 0.3347 -0.30
O 0.8804 -0.1819 0.3401 -0.21
O -1.5447 -1.6303 1.1469 -0.28
O -1.5545 -1.1301 -1.2571 -0.30
O 2.9679 0.7931 0.0857 -0.06
S -1.5382 -0.6652 0.1022 0.61
H 1.0873 1.5045 -0.6231 0.12
```

Summary:
- highest occupied orbital energy (hartree) = -0.186
- gap between HOMO and LUMO (eV) = 8.226
- charge = -1
- multiplicity = 1
- calculated total energy (eV) = -22126.683


A 2-piece molecular cluster, CHPS3 overall in a non-equilibrium geometry, computed with wB97M-V/def2-TZVPD.

XYZ file:
```
6
Properties=species:S:1:pos:R:3:lowdin_charge:R:1
C -2.8479 -0.2294 0.3186 -1.37
P 2.2330 -0.7494 0.3524 0.28
S 1.1157 -2.2738 0.4210 0.01
S -2.2774 -1.5848 -0.1439 0.70
S -3.4059 1.2174 0.7623 0.65
H 2.4355 -0.6054 1.6340 -0.27
```

Summary:
- highest occupied orbital energy (hartree) = -0.330
- gap between HOMO and LUMO (eV) = 7.473
- charge = 0
- multiplicity = 1
- calculated total energy (eV) = -42846.372


The molecule CIN2P in a non-equilibrium geometry, computed with wB97M-V/def2-TZVPD.

XYZ file:
```
5
Properties=species:S:1:pos:R:3:lowdin_charge:R:1
C 0.7897 -0.7182 -0.6991 -0.37
N 0.4632 -1.5765 -1.3660 0.12
N 1.0563 0.5576 0.0816 -0.40
P -0.0056 1.3035 0.9060 0.41
I -2.3036 0.4336 1.0775 0.24
```

Summary:
- highest occupied orbital energy (hartree) = -0.382
- gap between HOMO and LUMO (eV) = 8.728
- charge = 0
- structure (SMILES) = N#C/N=P\I
- multiplicity = 1
- calculated total energy (eV) = -21405.253


An isolated ion of composition CIN4 and charge -1 in a non-equilibrium geometry, computed with wB97M-V/def2-TZVPD.

XYZ file:
```
6
Properties=species:S:1:pos:R:3:lowdin_charge:R:1
C -0.7965 -0.1818 0.0928 -0.83
N 1.5309 0.6412 0.2211 -0.31
N 0.8087 1.0277 1.0859 0.03
N -0.0107 -0.5712 -0.7990 -0.23
N 1.2754 -0.1573 -0.7783 -0.19
I -2.8079 -0.7586 0.1776 0.53
```

Summary:
- highest occupied orbital energy (hartree) = -0.137
- gap between HOMO and LUMO (eV) = 6.783
- charge = -1
- multiplicity = 1
- calculated total energy (eV) = -15095.295


CInO3 as an isolated structure in a non-equilibrium geometry, computed with wB97M-V/def2-TZVPD.

XYZ file:
```
5
Properties=species:S:1:pos:R:3:lowdin_charge:R:1
In -2.3769 -0.7647 1.1480 1.14
C 0.6311 0.1661 -0.4066 -0.89
O 1.7791 0.6352 -0.2279 0.35
O 0.3281 -0.9666 -0.0948 0.19
O -0.3615 0.9300 -0.4187 0.20
```

Summary:
- highest occupied orbital energy (hartree) = -0.624
- gap between HOMO and LUMO (eV) = 7.162
- charge = +1
- multiplicity = 1
- calculated total energy (eV) = -12340.816